DFT (wB97M-V/def2-TZVPD) results for a cluster of 5 separate species, C23H45Cl7N2O2 in total at a distorted geometry.

```
79
Properties=species:S:1:pos:R:3:forces:R:3:mulliken_spin:R:1
C -31.665 -23.204 15.391 1.4 0.3 1.2 -0.001
C -32.354 -22.861 16.735 -0.2 -0.5 -0.7 0.006
C -33.831 -22.725 16.348 -0.1 0.4 1.1 0.015
C -34.815 -22.630 17.551 1.0 -0.5 -1.8 -0.007
C -34.562 -23.906 18.348 -0.6 0.6 0.2 0.023
C -33.097 -24.066 18.856 -1.9 -0.4 0.4 -0.016
N -32.184 -23.979 17.709 4.7 -1.3 0.6 0.350
O -30.818 -24.468 17.902 -5.6 2.1 -0.6 0.594
C -32.884 -23.017 19.942 1.2 0.6 0.0 0.029
C -33.095 -25.446 19.515 1.8 -0.6 0.1 0.000
C -31.825 -21.516 17.280 -0.5 -0.4 -0.1 0.030
H -31.753 -22.361 14.705 -0.5 -0.1 -0.1 -0.002
H -31.957 -24.155 14.945 -0.2 0.2 0.1 -0.006
H -30.595 -23.241 15.593 0.2 -0.3 -0.1 0.002
H -33.858 -21.816 15.748 -0.3 -0.1 -0.3 0.001
H -34.104 -23.592 15.747 -0.1 0.1 -0.1 -0.001
H -35.782 -22.589 17.050 -0.4 -0.2 0.6 0.000
H -34.678 -21.688 18.082 0.0 -0.2 0.3 0.000
H -34.871 -24.791 17.791 0.3 0.0 -0.5 0.001
H -35.254 -23.930 19.189 0.3 0.0 0.5 0.000
H -31.837 -22.971 20.243 0.2 -0.6 0.3 -0.004
H -33.007 -21.985 19.616 -0.8 -0.2 0.0 -0.003
H -33.503 -23.265 20.805 0.0 0.2 -0.1 0.001
H -33.111 -26.243 18.772 -0.3 0.0 -0.1 -0.004
H -32.154 -25.596 20.044 0.3 0.1 -0.1 0.001
H -33.820 -25.634 20.307 -0.5 0.5 -0.4 0.001
H -32.488 -21.066 18.019 0.0 -0.2 0.1 0.000
H -31.882 -20.817 16.446 0.7 0.1 0.0 0.002
H -30.847 -21.666 17.736 0.1 0.3 -0.4 -0.006
C -27.054 -32.965 13.823 -0.6 -0.1 -0.1 0.009
C -27.892 -33.210 12.537 0.2 2.1 0.3 -0.046
C -29.054 -32.146 12.586 -0.3 -0.5 -2.0 0.017
C -29.813 -32.016 11.209 1.4 0.3 0.9 -0.008
C -28.796 -31.562 10.129 -1.8 -0.9 1.3 -0.008
C -27.559 -32.513 10.011 -0.3 2.0 -1.2 0.005
N -27.016 -32.923 11.297 3.2 -3.7 2.5 0.392
O -25.780 -33.706 11.327 -5.1 3.2 -0.6 0.545
C -27.919 -33.704 9.110 0.7 -0.1 -0.8 0.035
C -26.491 -31.572 9.370 0.6 -1.2 0.0 0.005
C -28.465 -34.602 12.580 -0.2 -0.4 -0.6 0.023
H -26.257 -33.697 13.953 0.2 0.3 -0.2 0.002
H -27.721 -33.062 14.680 -0.3 -0.4 0.0 0.001
H -26.740 -31.928 13.941 0.5 -0.1 -0.6 0.012
H -29.812 -32.391 13.330 0.4 -0.1 0.4 -0.004
H -28.647 -31.152 12.774 0.1 0.0 0.3 0.011
H -30.562 -31.233 11.325 -0.1 -0.1 0.0 0.005
H -30.339 -32.928 10.927 0.1 -0.2 0.0 -0.002
H -28.609 -30.504 10.315 0.8 -0.1 0.1 0.026
H -29.431 -31.546 9.243 0.7 -0.2 -0.7 -0.007
H -28.035 -33.352 8.085 -0.2 0.3 0.0 0.000
H -27.084 -34.400 9.030 0.1 -0.1 0.4 -0.002
H -28.819 -34.282 9.318 -0.1 0.3 0.6 -0.004
H -26.148 -30.788 10.045 -0.5 -0.1 0.1 0.006
H -25.608 -32.183 9.182 0.1 0.0 -0.4 -0.001
H -26.844 -31.108 8.449 -0.1 -0.1 0.0 0.000
H -27.661 -35.337 12.547 -0.1 -0.1 0.2 -0.005
H -29.151 -34.800 11.756 0.2 0.1 -0.3 -0.003
H -29.098 -34.714 13.460 0.3 0.0 0.3 0.001
Cl -31.215 -29.353 13.326 -0.9 0.1 0.3 -0.005
C -30.302 -28.061 12.489 0.9 -0.7 -0.1 0.012
C -29.800 -27.062 13.506 0.1 0.4 0.6 0.012
Cl -28.544 -26.003 12.780 -0.3 0.3 0.2 0.055
H -30.843 -27.608 11.658 -0.3 0.0 0.3 0.006
H -29.529 -28.686 12.042 0.4 0.8 0.0 0.001
H -29.344 -27.458 14.413 0.1 -0.6 -0.4 0.002
H -30.587 -26.427 13.914 -0.2 0.1 -0.5 0.004
Cl -32.771 -25.070 12.478 -0.5 -0.8 0.0 0.005
C -32.513 -23.774 11.328 1.6 0.7 -0.8 0.009
C -31.288 -24.014 10.388 -1.1 -0.1 0.2 -0.012
Cl -31.581 -25.362 9.189 0.2 0.7 0.8 0.017
H -32.244 -22.952 11.992 0.0 0.3 -0.4 -0.002
H -33.390 -23.502 10.742 -0.1 -0.4 0.3 -0.001
H -30.396 -24.208 10.984 0.0 -0.4 -0.2 0.028
H -31.142 -23.113 9.793 0.0 -0.1 0.0 -0.014
C -26.799 -27.420 10.316 1.2 0.8 -1.0 0.049
Cl -25.754 -27.771 8.871 0.9 0.1 -0.9 0.208
Cl -26.386 -28.569 11.534 0.4 -1.0 1.9 0.192
Cl -28.551 -27.538 9.775 -2.6 -0.2 -0.8 0.415
H -26.608 -26.378 10.572 0.1 0.0 0.5 0.009
```
Forces are in eV/Å.

Output
Max |F| ... 6.0 eV/Å
Net charge ... -1
Frontier orbital gap (alpha / beta) ... 1.81 / 7.52 eV
Expectation value of S² ... 3.7633
2S+1 ... 4
HOMO energy (alpha / beta) ... 0.13 / -6.30 eV
Calculated total energy ... -119307.72939 eV

***

DFT (wB97M-V/def2-TZVPD) results for a structure of composition C50H103F2N12O5S2 at a distorted geometry.

```
174
Properties=species:S:1:pos:R:3:forces:R:3:lowdin_charge:R:1
C 0.144 -0.072 1.342 0.1 -0.5 -2.6 -0.089
C -0.629 -0.044 -0.022 1.0 -1.5 1.1 -0.310
O -1.291 -1.194 -0.442 1.6 2.1 2.5 -0.385
H -0.505 -0.400 2.154 1.5 -0.3 -3.1 -0.023
H 0.515 0.893 1.690 -0.6 -0.7 -0.6 0.054
H 1.076 -0.637 1.324 -1.0 -0.2 0.1 0.068
H 0.201 0.216 -0.679 -4.7 -2.1 1.5 -0.014
H -1.361 0.762 0.031 0.7 0.5 -0.5 0.081
C -5.733 -2.785 3.046 0.1 0.4 -0.7 -0.033
C -6.012 -1.298 2.656 -0.6 -1.9 -0.8 -0.119
N -4.910 -0.683 1.914 1.5 2.5 -1.9 -0.019
C -3.832 -0.098 2.527 -0.4 1.0 -0.9 0.023
C -3.066 0.557 1.558 -1.1 -0.2 1.4 -0.031
N -3.654 0.343 0.361 -4.0 -1.0 0.8 -0.019
C -4.850 -0.326 0.551 1.5 -0.9 2.9 0.063
C -3.332 0.961 -0.893 0.1 -2.1 0.5 -0.057
H -4.961 -2.937 3.800 -0.4 0.3 0.3 0.064
H -5.368 -3.347 2.186 -0.1 0.1 -0.3 0.061
H -6.675 -3.269 3.303 0.1 0.2 0.4 0.101
H -6.350 -0.726 3.520 0.4 0.3 -0.2 0.146
H -6.797 -1.307 1.900 -0.4 0.0 0.4 0.129
H -3.814 -0.111 3.606 0.5 0.0 -0.1 0.164
H -2.114 1.067 1.576 -0.7 -0.2 0.6 0.089
H -5.593 -0.634 -0.170 0.2 0.3 0.0 0.151
H -2.687 0.250 -1.409 0.1 1.5 1.1 0.072
H -2.955 1.968 -0.714 0.0 -4.3 0.8 0.030
H -4.225 0.961 -1.518 0.2 0.2 0.9 0.094
C -0.894 2.915 1.965 -0.3 -1.3 1.5 -0.071
C -1.779 3.934 1.326 0.3 1.0 0.4 -0.097
N -2.091 3.520 -0.023 -0.5 0.8 -3.9 -0.012
C -1.136 3.295 -1.060 -2.5 -0.7 -0.7 0.070
C -1.862 2.906 -2.200 0.6 2.2 2.1 0.023
N -3.208 3.114 -1.918 3.8 2.9 1.4 -0.146
C -3.321 3.439 -0.606 1.2 2.6 -0.7 -0.008
C -4.224 2.740 -2.787 -1.2 1.7 0.5 -0.074
H -0.755 2.030 1.345 0.2 0.8 -0.5 0.033
H -1.326 2.405 2.826 -0.3 0.6 0.4 0.094
H 0.084 3.234 2.327 -0.9 0.8 0.0 0.093
H -1.232 4.873 1.248 -0.2 0.2 0.0 0.154
H -2.718 4.160 1.832 0.1 -0.2 0.1 0.153
H -0.083 3.524 -0.990 -0.1 -0.2 0.4 0.144
H -1.489 2.720 -3.196 -0.2 0.0 0.1 0.145
H -4.261 3.706 -0.146 0.0 -0.3 0.3 0.206
H -4.652 3.692 -3.105 -0.1 -0.3 -1.2 0.162
H -5.026 2.321 -2.179 0.7 0.2 -0.3 0.086
H -3.800 2.059 -3.524 -0.4 1.0 0.6 0.066
C -5.896 1.240 -3.912 -0.6 -1.7 -0.7 -0.052
C -5.452 -0.244 -3.951 -0.9 0.2 0.1 -0.097
N -4.191 -0.544 -3.243 3.4 1.6 -0.6 -0.014
C -3.950 -1.421 -2.202 -0.8 -0.5 -1.2 -0.021
C -2.606 -1.517 -2.030 -0.2 -1.5 -0.2 -0.183
N -1.976 -0.637 -2.839 -3.0 1.6 -2.5 -0.048
C -2.956 0.006 -3.565 -1.1 -2.2 0.4 0.012
C -0.593 -0.259 -2.942 -1.2 0.3 -0.3 -0.039
H -5.151 1.884 -4.378 -1.1 -0.3 -0.4 0.068
H -6.080 1.514 -2.873 -0.6 -0.3 -0.7 0.070
H -6.832 1.302 -4.466 0.0 0.0 0.0 0.121
H -5.381 -0.634 -4.967 0.2 0.1 0.0 0.147
H -6.225 -0.844 -3.471 0.1 -0.1 0.1 0.138
H -4.778 -1.969 -1.778 0.3 -0.2 -0.1 0.141
H -1.976 -2.151 -1.423 -1.8 0.3 -1.4 0.056
H -2.746 0.726 -4.342 -0.1 -0.3 -0.1 0.170
H -0.394 0.768 -2.637 -1.3 0.2 -1.5 0.096
H -0.235 -0.613 -3.909 0.1 0.8 -0.3 0.142
H -0.025 -0.833 -2.210 -2.3 1.9 -0.5 0.026
C -0.734 -3.111 5.766 1.1 0.2 0.4 -0.051
C -2.023 -3.544 5.136 0.3 -1.8 0.5 -0.136
N -2.151 -3.022 3.797 -0.6 0.3 -4.0 -0.010
C -1.681 -1.827 3.338 -2.6 -1.0 -2.0 -0.045
C -1.858 -1.800 1.908 -0.6 -0.2 3.2 -0.059
N -2.478 -2.967 1.550 1.0 -0.6 1.8 -0.021
C -2.578 -3.691 2.692 -0.3 -1.0 0.3 -0.023
C -2.791 -3.482 0.197 0.5 -0.9 1.0 0.048
H -0.835 -2.061 6.039 0.1 -0.2 0.5 0.066
H 0.141 -3.130 5.117 -0.8 -0.9 0.3 0.076
H -0.393 -3.702 6.617 -0.8 0.0 0.3 0.115
H -2.838 -3.283 5.811 -0.3 0.1 -0.5 0.145
H -2.050 -4.611 4.915 -0.1 -0.2 0.8 0.138
H -1.478 -1.047 4.058 -1.0 -1.2 -0.5 0.106
H -1.741 -1.043 1.146 -0.3 -1.4 1.0 0.059
H -2.889 -4.724 2.662 -0.1 0.0 0.3 0.170
H -2.010 -3.214 -0.515 -0.4 -0.3 0.9 0.059
H -3.793 -3.185 -0.113 0.2 0.1 0.0 0.096
H -2.720 -4.568 0.249 -0.5 -0.1 0.2 0.120
C -1.357 -3.303 -3.793 0.1 -1.2 0.7 -0.040
C -0.025 -3.669 -3.020 -0.3 1.0 -0.5 -0.122
C 0.424 -2.460 -2.146 0.6 -3.6 0.7 -0.166
N 1.489 -2.805 -1.082 -0.3 -1.0 -0.7 -0.146
C 0.848 -3.715 0.064 1.0 1.4 -0.9 0.106
C 2.065 -1.530 -0.471 1.1 -3.2 0.0 -0.090
C 3.542 -1.463 -0.992 -0.1 -0.7 0.1 -0.117
C 3.916 -2.926 -1.162 -0.9 0.6 -0.2 -0.101
C 2.663 -3.495 -1.816 0.4 -0.5 1.4 -0.062
H -1.165 -2.633 -4.632 -0.1 -0.1 0.0 0.090
H -2.148 -2.931 -3.143 0.8 -0.1 -0.5 0.038
H -1.914 -4.176 -4.133 0.8 -0.4 -0.6 0.102
H 0.754 -3.858 -3.758 -0.1 -0.3 0.0 0.110
H -0.133 -4.566 -2.410 -0.2 0.0 -0.1 0.113
H -0.406 -2.171 -1.502 0.6 0.1 -0.1 0.063
H 0.688 -1.609 -2.774 2.2 -2.4 0.2 0.092
H 0.485 -4.658 -0.345 0.2 0.2 0.0 0.108
H 0.081 -3.108 0.545 -0.2 0.0 -0.3 0.081
H 1.631 -3.836 0.812 0.1 -0.4 -0.3 0.115
H 2.117 -1.688 0.606 0.2 -0.6 -0.4 0.119
H 1.371 -0.695 -0.571 -0.2 -4.1 0.0 0.051
H 4.169 -1.016 -0.220 -0.2 -1.8 -1.7 0.076
H 3.771 -0.940 -1.920 -0.6 -0.5 0.3 0.094
H 4.008 -3.351 -0.162 0.5 -0.3 -0.2 0.135
H 4.816 -3.000 -1.772 0.0 -0.5 0.3 0.145
H 2.622 -4.557 -1.572 -0.3 -0.1 -0.7 0.147
H 2.586 -3.261 -2.878 0.0 -0.2 0.2 0.134
C 5.505 -0.485 5.556 0.8 1.2 -0.7 -0.050
C 5.446 0.587 4.434 -0.2 0.5 -1.0 -0.218
C 4.530 0.112 3.294 1.1 0.4 -0.4 -0.105
N 4.137 1.146 2.175 -1.7 0.6 -0.6 -0.167
C 5.370 1.872 1.516 -1.0 -1.0 2.7 0.077
C 3.407 0.433 1.009 -0.2 0.7 2.5 -0.097
C 2.522 1.490 0.356 5.5 1.3 6.2 -0.233
C 2.070 2.426 1.459 2.5 0.6 0.1 -0.089
C 3.072 2.203 2.669 0.2 0.8 -1.0 -0.007
H 5.967 -1.380 5.138 -0.3 -0.3 0.2 0.084
H 4.552 -0.646 6.058 0.0 -0.1 -0.3 0.081
H 6.210 -0.088 6.287 -0.1 -0.2 0.2 0.092
H 6.399 0.764 3.935 0.5 -0.3 0.6 0.104
H 5.188 1.588 4.780 -0.5 -0.1 0.4 0.116
H 3.643 -0.339 3.738 0.6 0.2 -0.7 0.094
H 5.129 -0.577 2.699 -0.2 -0.5 0.1 0.131
H 5.067 2.621 0.784 -0.1 -0.3 0.1 0.106
H 6.063 1.094 1.198 -0.2 0.2 -0.4 0.112
H 5.792 2.316 2.417 0.4 0.5 -0.5 0.102
H 4.161 -0.112 0.441 -0.2 2.4 1.3 0.078
H 2.743 -0.314 1.444 0.8 0.1 0.6 0.090
H 3.095 1.869 -0.490 0.9 -0.5 3.8 0.077
H 1.573 1.162 -0.068 4.7 1.7 7.9 -0.077
H 2.145 3.420 1.018 0.1 0.6 0.5 0.135
H 1.013 2.288 1.684 1.6 -0.2 0.0 0.032
H 3.630 3.115 2.879 -0.1 -0.1 0.1 0.137
H 2.526 1.874 3.553 0.9 0.2 -0.2 0.082
C 1.250 0.951 -1.131 -0.7 0.4 -10.5 -0.369
C 2.114 1.797 -1.956 1.2 2.4 -3.9 -0.141
C 2.997 1.041 -2.945 0.4 0.5 -0.6 -0.062
N 3.789 1.849 -4.015 -1.8 -1.0 -1.8 -0.238
C 4.760 0.837 -4.598 -0.1 0.0 0.0 0.033
C 4.476 3.114 -3.615 -1.0 0.9 -0.3 -0.041
C 3.399 4.245 -3.830 0.6 0.1 2.4 -0.140
C 2.398 3.790 -4.823 0.9 -1.5 -1.8 -0.142
C 2.800 2.311 -5.128 -0.6 0.1 0.1 -0.054
H 0.614 0.419 -1.839 1.7 1.4 -0.3 0.055
H 0.658 1.580 -0.466 -1.7 0.8 -1.6 0.133
H 1.828 0.167 -0.641 -0.4 2.1 -2.7 0.061
H 2.772 2.419 -1.350 -1.2 1.3 -2.5 0.098
H 1.471 2.453 -2.543 -0.2 0.2 -0.4 0.125
H 2.356 0.389 -3.538 0.2 -0.2 -0.1 0.129
H 3.756 0.403 -2.491 -0.2 0.9 0.1 0.092
H 4.213 -0.079 -4.823 0.0 -0.1 0.4 0.113
H 5.553 0.705 -3.863 0.0 -0.2 -0.2 0.122
H 5.179 1.114 -5.566 0.0 0.7 0.3 0.124
H 5.296 3.295 -4.310 0.3 -0.4 0.4 0.153
H 4.751 2.927 -2.577 0.6 0.7 -0.1 0.136
H 3.729 5.236 -4.145 0.8 -0.3 0.4 0.140
H 2.941 4.369 -2.848 -0.1 0.3 0.0 0.101
H 2.673 4.311 -5.740 -0.8 0.2 -0.1 0.132
H 1.358 3.970 -4.552 0.1 -0.2 -0.1 0.115
H 3.305 2.184 -6.086 0.3 0.4 0.2 0.138
H 1.936 1.652 -5.221 0.1 -0.3 0.5 0.122
N 0.486 -0.055 5.806 -0.4 -4.5 -5.7 -0.201
S 0.605 -0.184 4.132 2.3 -2.2 0.4 0.746
O 1.929 0.009 3.443 -4.9 -0.4 2.3 -0.326
O -0.592 0.171 3.391 1.2 3.7 6.0 -0.380
F 0.501 -1.779 4.081 1.6 1.6 -0.7 -0.210
S 0.922 1.370 5.911 2.4 8.8 5.0 0.432
O 0.166 2.382 5.181 0.7 -1.6 -0.8 -0.277
O 2.349 1.657 6.076 -2.2 -1.2 -1.0 -0.252
F 0.302 1.505 7.341 0.4 0.3 0.3 -0.127
```
Forces are in eV/Å.

Output
Max |F| ... 10.5 eV/Å
Net charge ... +5
Frontier orbital gap ... 7.43 eV
HOMO energy ... -18.93 eV
Calculated total energy ... -108658.50103 eV

***

> The highest net charge belongs to which entry?

C50H103F2N12O5S2

***

> What is the max |F| in the second record?

10.5 eV/Å